[1]
C5H10S | ωB97M-V/def2-TZVPD

The value obtained for the LUMO energy is -0.50 eV. The calculation puts the frontier orbital gap at 7.9854 eV. The HOMO energy is -8.5 eV. For the energy relative to the best compared isomer or geometry (same formula, charge and spin), the calculation gives 167.72 kcal/mol.

Cartesian coordinates (Å):
C -1.35 -0.93 1.62
C -0.36 -0.73 0.25
C 0.60 0.62 0.04
C 1.59 0.00 -1.10
C -0.36 1.55 -0.38
H -1.09 0.00 2.39
H -2.16 -0.51 1.05
H -1.38 -2.10 1.85
H 0.40 -1.68 -0.02
H -0.92 -0.77 -0.61
H 1.12 0.91 0.84
H 2.75 -0.45 -0.61
H 1.61 0.97 -2.15
H 0.72 -1.03 -1.64
H -0.83 1.97 0.44
S -0.35 2.19 -1.98

[2]
C3H7N3O2 | ωB97M-V/def2-TZVPD

The value obtained for the LUMO energy is -0.35 eV. The calculation puts the frontier orbital gap at 8.5968 eV. The HOMO energy is -8.9 eV. For the energy relative to the best compared isomer or geometry (same formula, charge and spin), the calculation gives 209.33 kcal/mol.

Cartesian coordinates (Å):
C 0.53 1.83 -0.68
C -0.28 -1.15 0.03
C -1.66 -0.55 -0.22
H 1.60 2.01 -0.65
H 0.06 2.83 -1.23
H 0.22 1.84 0.68
H 0.42 0.16 -2.32
H -0.70 -1.85 2.01
H 1.88 -1.13 1.43
H -1.87 0.20 -0.91
N 0.10 0.59 -1.25
N 0.81 -0.53 -0.48
N 0.04 -1.91 1.22
O 1.35 -1.82 1.69
O -2.49 -0.52 0.66

[3]
CH28Cu2O17 | ωB97M-V/def2-TZVPD

The value obtained for the LUMO energy is -0.84 eV. The calculation puts the frontier orbital gap at 6.2340 eV. The HOMO energy is -7.1 eV. For the energy relative to the best compared isomer or geometry (same formula, charge and spin), the calculation gives 57.00 kcal/mol.

Cartesian coordinates (Å):
Cu -1.18 -0.35 1.40
Cu 0.98 1.76 -0.30
C -0.29 0.09 -0.63
O -0.39 0.97 0.48
O 0.69 0.42 -1.41
O -0.37 -1.09 -0.26
O -2.73 2.16 0.17
H -2.66 2.99 0.59
H -1.83 1.87 0.13
O -1.28 -3.20 2.21
H -1.97 -3.59 1.69
H -0.49 -3.25 1.70
O -0.44 0.67 -3.65
H 0.13 0.38 -2.94
H -0.92 1.40 -3.22
O 1.27 -2.24 -2.19
H 1.66 -1.64 -2.85
H 0.66 -1.71 -1.68
O 1.08 -3.00 0.84
H 1.20 -3.74 0.29
H 0.51 -2.42 0.34
O 3.79 -0.96 -0.15
H 3.22 -0.76 0.62
H 3.28 -0.72 -0.94
O -2.11 1.30 2.73
H -2.57 1.60 1.98
H -1.47 2.00 3.02
O 2.16 -0.29 2.24
H 2.22 0.52 1.81
H 1.29 -0.43 2.60
O 1.71 3.03 -1.67
H 1.33 3.22 -2.52
H 2.64 3.05 -1.78
O -2.18 -1.39 -2.17
H -2.30 -2.34 -2.29
H -1.44 -1.25 -1.55
O 2.96 0.23 -2.62
H 3.16 1.06 -3.03
H 2.15 0.45 -2.11
O -0.23 -0.72 2.89
H -0.55 -1.54 3.25
H -0.27 -0.19 3.68
O -2.88 -1.06 1.18
H -3.77 -0.75 1.07
H -2.73 -1.86 0.59
O -0.10 3.63 0.53
H -0.07 3.47 1.49
H -0.87 4.21 0.44

[4]
C20H32Cl5N4O3Sn | ωB97M-V/def2-TZVPD

The value obtained for the LUMO energy is -2.26 eV. The calculation puts the frontier orbital gap at 7.8117 eV. The HOMO energy is -10.1 eV. As for the net charge: +1.

Cartesian coordinates (Å):
Sn 0.21 -0.34 0.60
C -0.22 4.78 -2.06
N -1.28 3.81 -1.84
C -2.64 4.33 -1.92
C -0.98 2.52 -1.56
O 0.17 2.10 -1.43
C -2.16 1.57 -1.38
O -1.71 0.24 -1.21
C -1.91 -0.60 -2.31
C -0.81 -1.64 -2.32
O 0.10 -1.56 -1.48
N -0.87 -2.60 -3.25
C 0.13 -3.66 -3.25
C -1.99 -2.76 -4.18
H -0.48 5.40 -2.92
H -0.10 5.43 -1.18
H 0.71 4.27 -2.25
H -2.89 4.61 -2.95
H -3.38 3.61 -1.57
H -2.73 5.22 -1.30
H -2.71 1.84 -0.48
H -2.84 1.65 -2.22
H -2.89 -1.10 -2.25
H -1.87 -0.04 -3.25
H 1.03 -3.32 -2.75
H -0.24 -4.55 -2.73
H 0.36 -3.93 -4.28
H -2.50 -1.82 -4.36
H -1.60 -3.12 -5.13
H -2.71 -3.49 -3.80
Cl -3.49 -0.27 1.73
C -2.52 -1.60 2.31
C -1.21 -1.71 1.88
C -0.48 -2.74 2.42
Cl 1.20 -2.85 1.89
C -0.97 -3.66 3.33
Cl 0.03 -4.91 3.96
C -2.30 -3.54 3.72
Cl -2.97 -4.66 4.83
C -3.08 -2.50 3.21
Cl -4.72 -2.34 3.70
C 3.66 -1.25 0.34
N 2.95 0.03 0.22
C 3.09 0.55 -1.15
C 3.42 1.00 1.20
C 2.88 0.75 2.60
N 1.41 0.84 2.70
C 0.95 2.23 2.60
C 0.96 0.25 3.96
H 4.72 -1.15 0.07
H 3.20 -1.99 -0.32
H 3.59 -1.63 1.36
H 4.14 0.80 -1.37
H 2.47 1.44 -1.27
H 2.75 -0.20 -1.86
H 3.12 2.00 0.87
H 4.52 1.00 1.25
H 3.34 1.48 3.27
H 3.18 -0.24 2.95
H 1.44 2.86 3.35
H -0.12 2.27 2.76
H 1.16 2.63 1.60
H 1.40 0.75 4.83
H 1.23 -0.81 4.00
H -0.13 0.33 4.04

[5]
C7H12FNO2 | ωB97M-V/def2-TZVPD

The value obtained for the LUMO energy is 0.64 eV. The calculation puts the frontier orbital gap at 10.4206 eV. The HOMO energy is -9.8 eV. For the energy relative to the best compared isomer or geometry (same formula, charge and spin), the calculation gives 24.60 kcal/mol.

Cartesian coordinates (Å):
C 0.27 1.62 -2.16
C -0.57 0.75 -1.52
F -1.73 0.26 -1.81
C -0.04 0.33 0.12
N 1.38 0.62 0.20
C -0.90 1.45 0.67
O -2.10 1.25 0.88
O -0.24 2.65 0.77
C -0.58 -1.05 0.50
C 0.10 -2.04 -0.46
C -0.15 -1.24 1.95
H 0.04 2.06 -3.12
H 1.17 2.08 -1.81
H 1.70 0.64 -0.72
H 1.89 -0.23 0.64
H 0.65 2.61 0.38
H -1.63 -1.15 0.47
H -0.56 -3.04 -0.38
H 0.09 -1.51 -1.43
H 1.08 -2.35 -0.16
H 0.85 -1.76 1.99
H 0.04 -0.17 2.42
H -0.77 -1.80 2.54

[6]
C45H45Cl2N5O8S2Sn | ωB97M-V/def2-TZVPD

The value obtained for the LUMO energy (alpha / beta) is -9.07 / -9.33 eV. The calculation puts the frontier orbital gap (alpha / beta) at 3.1838 / 2.7064 eV. The HOMO energy (alpha / beta) is -12.3 / -12.0 eV. As for the net charge: +2. For the energy relative to the best compared isomer or geometry (same formula, charge and spin), the calculation gives 63.84 kcal/mol.

Cartesian coordinates (Å):
Sn 0.57 -0.85 -0.27
O 3.03 -0.80 0.49
S 4.28 -0.26 1.09
C 5.35 0.26 -0.35
C 4.63 0.13 -1.68
C 3.72 1.33 -1.97
C 2.74 1.06 -3.10
S 1.09 1.79 -2.72
O 0.93 1.54 -1.25
C 1.56 3.53 -2.82
C 1.78 4.07 -4.08
C 2.06 5.42 -4.19
C 2.08 6.22 -3.06
C 1.85 5.67 -1.81
C 1.58 4.32 -1.69
C 3.86 1.40 1.71
C 2.58 1.89 1.58
C 2.25 3.12 2.12
C 3.21 3.85 2.80
C 4.49 3.35 2.94
C 4.83 2.12 2.39
H 6.20 -0.42 -0.32
H 5.69 1.28 -0.18
H 4.03 -0.78 -1.67
H 5.37 0.04 -2.48
H 4.32 2.22 -2.18
H 3.14 1.54 -1.06
H 2.54 0.00 -3.18
H 3.06 1.46 -4.06
H 1.74 3.44 -4.95
H 2.23 5.86 -5.16
H 2.26 7.28 -3.16
H 1.86 6.30 -0.93
H 1.39 3.87 -0.72
H 1.83 1.31 1.05
H 1.24 3.50 2.00
H 2.97 4.81 3.23
H 5.23 3.90 3.49
H 5.83 1.73 2.51
Cl -0.71 3.84 6.01
C -0.76 2.88 4.59
C -1.44 3.36 3.46
C -1.46 2.61 2.31
Cl -2.21 3.20 0.90
C -0.84 1.30 2.22
O -0.94 0.62 1.18
C -0.15 0.86 3.41
C 0.52 -0.43 3.43
O 0.73 -1.15 2.47
C -0.12 1.65 4.55
H -1.92 4.32 3.50
H 0.83 -0.76 4.44
H 0.42 1.31 5.43
N -2.77 -0.42 -2.58
C -1.61 -0.59 -3.24
N -1.68 -0.73 -4.58
O -0.52 -0.55 -2.66
H -3.66 -0.61 -3.01
H -2.72 -0.39 -1.58
H -2.56 -0.85 -5.06
H -0.83 -0.89 -5.09
C -5.43 2.17 2.70
C -4.51 1.10 3.18
C -3.94 1.19 4.45
C -3.03 0.25 4.91
C -2.67 -0.80 4.10
C -3.28 -0.96 2.85
N -2.91 -2.06 2.09
C -3.72 -2.88 1.37
C -4.99 -3.22 1.87
C -5.74 -4.20 1.26
C -5.26 -4.85 0.12
C -4.03 -4.50 -0.41
C -3.27 -3.50 0.18
C -1.99 -3.02 -0.50
O -1.86 -3.21 -1.69
O -1.19 -2.45 0.29
C -4.20 0.01 2.37
C -4.72 -0.10 0.97
H -5.61 2.89 3.49
H -6.38 1.75 2.39
H -5.00 2.70 1.86
H -4.21 2.02 5.08
H -2.61 0.34 5.90
H -1.98 -1.56 4.43
H -1.91 -2.18 1.89
H -5.31 -2.77 2.80
H -6.68 -4.49 1.69
H -5.86 -5.60 -0.36
H -3.67 -4.96 -1.31
H -5.59 -0.75 0.92
H -3.94 -0.51 0.32
H -5.00 0.87 0.58
N 2.97 -6.30 -5.22
C 2.99 -6.30 -3.88
O 3.43 -7.22 -3.23
C 2.47 -5.06 -3.18
C 1.99 -3.93 -3.83
C 1.59 -2.85 -3.06
N 1.63 -2.85 -1.74
C 2.05 -3.93 -1.11
C 2.48 -5.06 -1.79
H 3.32 -7.12 -5.70
H 2.58 -5.56 -5.78
H 1.93 -3.86 -4.91
H 1.20 -1.95 -3.51
H 2.04 -3.89 -0.03
H 2.83 -5.94 -1.27

[7]
C2H4N4 | ωB97M-V/def2-TZVPD

The value obtained for the LUMO energy is 0.64 eV. The calculation puts the frontier orbital gap at 9.4484 eV. The HOMO energy is -8.8 eV. For the energy relative to the best compared isomer or geometry (same formula, charge and spin), the calculation gives 26.76 kcal/mol.

Cartesian coordinates (Å):
N -1.59 0.20 0.10
C -0.21 0.10 0.07
C 0.81 0.99 0.30
N 2.00 0.31 0.24
N 1.78 -0.93 -0.02
N 0.44 -1.08 -0.13
H -2.09 -0.68 0.01
H -1.99 0.93 -0.47
H 0.77 2.05 0.47
H 0.08 -1.90 -0.59

[8]
C4H9NO | ωB97M-V/def2-TZVPD

The value obtained for the LUMO energy is 1.01 eV. The calculation puts the frontier orbital gap at 10.5681 eV. The HOMO energy is -9.6 eV. For the energy relative to the best compared isomer or geometry (same formula, charge and spin), the calculation gives 68.36 kcal/mol.

Cartesian coordinates (Å):
C -1.08 2.23 -3.18
C -2.17 2.58 -2.50
O -3.24 3.18 -3.11
H -0.36 1.58 -2.72
H -0.84 2.68 -4.13
H -2.29 2.21 -1.48
H -3.36 4.09 -2.79
C 0.93 -1.52 3.20
N 1.11 -1.96 2.04
C 2.19 -2.90 1.86
H 0.13 -0.81 3.42
H 1.58 -1.82 4.03
H 1.80 -3.85 1.51
H 2.74 -3.11 2.79
H 2.86 -2.58 1.07

[9]
C9H10 | ωB97M-V/def2-TZVPD

The value obtained for the LUMO energy is 0.69 eV. The calculation puts the frontier orbital gap at 9.4215 eV. The HOMO energy is -8.7 eV. For the energy relative to the best compared isomer or geometry (same formula, charge and spin), the calculation gives 78.18 kcal/mol.

Cartesian coordinates (Å):
C 3.83 -0.80 0.51
C 3.13 0.02 0.02
C 2.27 1.02 -0.53
C 0.95 0.99 -0.36
C 0.29 -0.11 0.39
C -0.47 -1.05 -0.60
C -1.81 -1.17 -0.56
C -2.65 -0.28 0.26
C -2.79 1.11 0.31
H 4.61 -1.39 1.09
H 2.80 1.75 -1.11
H 0.42 1.70 -1.05
H 1.00 -0.74 0.82
H -0.48 0.31 1.07
H 0.29 -1.73 -1.10
H -2.45 -1.94 -0.95
H -3.43 -0.83 0.86
H -3.39 1.45 1.30
H -2.11 1.69 -0.38

[10]
C19H9Br4F2IMnN2O6 | ωB97M-V/def2-TZVPD

The value obtained for the LUMO energy (alpha / beta) is -0.95 / -2.47 eV. The calculation puts the frontier orbital gap (alpha / beta) at 7.4345 / 6.1353 eV. The HOMO energy (alpha / beta) is -8.4 / -8.6 eV. Its multiplicity is 4. For the energy relative to the best compared isomer or geometry (same formula, charge and spin), the calculation gives 17.33 kcal/mol.

Cartesian coordinates (Å):
Mn 0.29 0.10 -0.64
Br 2.63 2.56 5.36
C 2.50 1.81 3.64
C 3.65 1.36 2.98
Br 5.32 1.50 3.83
C 3.56 0.80 1.71
Br 5.10 0.20 0.80
C 2.32 0.67 1.08
O 2.09 0.19 -0.09
C 1.13 1.13 1.76
O 0.04 0.97 1.13
C 1.26 1.69 3.04
Br -0.32 2.29 3.86
O -1.58 0.10 -0.96
C -2.44 -0.77 -0.71
C -2.19 -2.06 -0.17
C -3.24 -2.97 0.02
C -3.01 -4.20 0.58
C -1.70 -4.57 0.97
C -0.66 -3.72 0.80
C -0.84 -2.42 0.23
O 0.14 -1.64 0.10
N -4.09 -5.13 0.76
O -3.83 -6.19 1.29
O -5.19 -4.79 0.38
H -3.48 -0.51 -0.90
H -4.24 -2.68 -0.28
H -1.55 -5.55 1.41
H 0.34 -3.99 1.10
F 1.75 -1.41 -2.39
C 0.54 -0.78 -2.41
F 0.62 0.11 -3.46
H -0.19 -1.55 -2.74
I 3.28 1.62 -2.43
C 1.51 2.69 -2.10
C 1.47 3.99 -2.59
C 0.33 4.74 -2.40
C -0.74 4.17 -1.72
C -0.61 2.87 -1.25
N 0.49 2.13 -1.45
H 2.32 4.39 -3.12
H 0.27 5.76 -2.77
H -1.65 4.72 -1.54
H -1.41 2.41 -0.70

[11]
C26H43N9O3PdS | ωB97M-V/def2-TZVPD

The value obtained for the LUMO energy is 0.63 eV. The calculation puts the frontier orbital gap at 6.6302 eV. The HOMO energy is -6.0 eV. For the energy relative to the best compared isomer or geometry (same formula, charge and spin), the calculation gives 0.71 kcal/mol.

Cartesian coordinates (Å):
Pd -0.07 0.71 -0.48
N -0.47 -0.37 1.40
C -1.63 -1.07 1.95
C -1.55 -1.32 3.47
C -0.16 -1.61 4.05
C 0.49 -2.88 3.52
N -0.42 -4.00 3.58
C -0.46 -4.74 4.62
N -1.27 -5.86 4.63
N 0.26 -4.57 5.78
C -1.99 -2.25 1.02
O -2.00 -3.50 1.48
O -2.39 -2.03 -0.10
H 0.40 -0.89 1.49
H -0.32 0.49 1.91
H -2.47 -0.39 1.78
H -2.25 -2.11 3.75
H -1.93 -0.42 3.95
H -0.26 -1.68 5.14
H 0.51 -0.76 3.87
H 1.45 -3.07 4.03
H 0.76 -2.74 2.46
H -1.56 -3.66 2.36
H -1.88 -5.92 3.83
H -1.74 -6.04 5.51
H 0.98 -3.87 5.76
H 0.53 -5.42 6.25
C 3.16 4.29 1.89
C 1.84 3.79 1.38
C 0.82 3.40 2.26
C -0.39 2.93 1.79
C -0.60 2.80 0.42
C 0.38 3.23 -0.48
C 1.59 3.71 0.01
S -2.21 2.21 -0.14
C -2.89 3.83 -0.61
O -2.95 1.86 1.11
H 3.16 4.39 2.97
H 3.40 5.27 1.47
H 3.97 3.61 1.61
H 0.99 3.49 3.33
H -1.19 2.64 2.46
H 0.18 3.25 -1.55
H 2.35 4.04 -0.69
H -2.87 4.49 0.26
H -3.92 3.66 -0.93
H -2.31 4.25 -1.43
N 2.09 -1.61 -0.74
C 3.05 -0.92 -0.04
C 4.42 -1.13 -0.29
C 5.34 -0.45 0.47
C 4.90 0.43 1.46
C 3.54 0.57 1.62
N 2.62 -0.08 0.90
H 2.38 -2.00 -1.62
H 1.18 -1.14 -0.78
H 4.73 -1.82 -1.06
H 6.40 -0.60 0.29
H 5.59 0.99 2.08
H 3.14 1.25 2.37
C -1.27 -2.96 -4.37
C -1.91 -2.36 -3.14
N -0.98 -1.44 -2.52
C -0.19 -0.59 -3.22
N 0.30 0.45 -2.61
C 1.23 1.33 -3.30
C 1.88 0.70 -4.52
C 0.79 0.04 -5.35
N 0.09 -0.93 -4.53
C -0.79 -1.83 -5.26
H -1.99 -3.58 -4.91
H -0.43 -3.58 -4.09
H -2.17 -3.12 -2.40
H -2.85 -1.85 -3.41
H -1.24 -1.08 -1.60
H 1.99 1.64 -2.59
H 0.70 2.24 -3.60
H 2.60 -0.06 -4.21
H 2.41 1.45 -5.11
H 1.21 -0.48 -6.21
H 0.10 0.80 -5.74
H -0.23 -2.21 -6.12
H -1.65 -1.27 -5.67

[12]
C8H12F3NS | ωB97M-V/def2-TZVPD

The value obtained for the LUMO energy is 0.72 eV. The calculation puts the frontier orbital gap at 9.6659 eV. The HOMO energy is -8.9 eV. For the energy relative to the best compared isomer or geometry (same formula, charge and spin), the calculation gives 0.00 kcal/mol.

Cartesian coordinates (Å):
C 1.52 1.33 -1.31
C 1.39 0.52 -0.05
C -0.34 0.03 0.04
C -1.06 1.31 0.09
F -2.34 1.11 0.65
F -0.49 2.30 0.81
F -1.22 1.94 -1.08
C -0.68 -0.88 -1.06
C -1.02 -2.33 -0.46
N -1.46 -1.98 0.87
C -0.63 -0.82 1.36
C 2.07 0.96 1.18
S 2.71 -0.65 0.36
H 1.33 2.40 -1.09
H 0.85 1.23 -2.22
H 2.47 1.36 -1.72
H -0.08 -0.74 -1.91
H -1.64 -0.62 -1.33
H -1.98 -2.84 -0.98
H -0.10 -2.90 -0.30
H -2.42 -1.63 0.91
H 0.33 -1.23 1.85
H -1.26 -0.30 2.01
H 2.50 1.91 1.31
H 1.55 0.53 2.08

[13]
C4H6O3Si | ωB97M-V/def2-TZVPD

The value obtained for the LUMO energy is 0.32 eV. The calculation puts the frontier orbital gap at 7.9740 eV. The HOMO energy is -7.7 eV. For the energy relative to the best compared isomer or geometry (same formula, charge and spin), the calculation gives 68.03 kcal/mol.

Cartesian coordinates (Å):
C 0.69 -0.25 1.75
C -0.34 -0.91 1.03
C 1.64 0.54 1.17
C -0.81 -0.42 -0.09
O -1.91 -1.03 -0.78
O -0.55 2.28 -1.50
O 0.59 0.21 -2.61
Si -0.01 0.83 -1.22
H 0.89 -0.41 2.78
H -0.66 -1.82 1.42
H 2.52 0.86 1.66
H -1.88 -1.87 -0.34
H -1.33 2.50 -0.98
H 1.17 -0.52 -2.29